{"formula": "C25H33N2O5PtS2", "method": "ωB97M-V/def2-TZVPD", "species": ["Pt", "C", "O", "C", "O", "N", "N", "H", "H", "H", "H", "H", "H", "C", "S", "O", "C", "C", "C", "C", "C", "C", "H", "H", "H", "H", "H", "H", "H", "H", "O", "S", "C", "C", "C", "C", "C", "C", "C", "C", "C", "C", "C", "C", "H", "H", "H", "H", "H", "H", "H", "H", "H", "H", "C", "C", "C", "C", "O", "H", "H", "H", "H", "H", "H", "H", "H", "H"], "coordinates": [[-0.1509, -0.3620, -0.3132], [-2.6229, -1.5567, -4.2154], [-1.2792, -1.0853, -4.4352], [-0.5681, -0.7963, -3.3565], [-1.0118, -0.9076, -2.2112], [0.6675, -0.3738, -3.6745], [1.5718, -0.0761, -2.6657], [-3.0410, -1.6885, -5.2073], [-3.1890, -0.8221, -3.6479], [-2.5981, -2.5056, -3.6833], [0.9139, -0.3005, -4.6499], [1.8155, 0.9069, -2.6790], [2.3968, -0.6559, -2.7448], [-2.6584, -3.1848, -0.2932], [-0.9985, -3.6601, -0.7812], [-0.0789, -2.7372, -0.0069], [-0.9223, -5.2175, 0.0867], [-1.2393, -6.3830, -0.5926], [-1.1988, -7.5879, 0.0926], [-0.8292, -7.6118, 1.4299], [-0.4968, -6.4368, 2.0904], [-0.5415, -5.2245, 1.4192], [-2.7091, -3.2093, 0.7942], [-3.3680, -3.8853, -0.7287], [-2.8330, -2.1761, -0.6659], [-1.5054, -6.3531, -1.6417], [-1.4427, -8.5077, -0.4201], [-0.7898, -8.5540, 1.9581], [-0.1975, -6.4652, 3.1286], [-0.2675, -4.2978, 1.9050], [-0.1597, 1.9302, -0.8645], [1.1185, 2.5647, -0.3275], [1.5471, 3.7881, -1.5618], [0.5909, 4.2076, -2.4724], [0.9454, 5.1516, -3.4259], [2.2365, 5.6589, -3.4591], [3.1866, 5.2219, -2.5454], [2.8461, 4.2738, -1.5935], [0.6289, 3.6476, 1.0020], [1.5888, 4.0311, 1.9242], [1.2193, 4.8687, 2.9645], [-0.0988, 5.2896, 3.0779], [-1.0513, 4.8775, 2.1561], [-0.6913, 4.0471, 1.1054], [-0.4079, 3.7962, -2.4243], [0.2103, 5.4951, -4.1406], [2.5058, 6.3956, -4.2034], [4.1936, 5.6135, -2.5786], [3.5816, 3.9191, -0.8826], [2.6076, 3.6745, 1.8369], [1.9550, 5.1811, 3.6924], [-0.3871, 5.9352, 3.8955], [-2.0775, 5.2023, 2.2576], [-1.4157, 3.6976, 0.3829], [0.4781, 0.7736, 3.7035], [0.3185, -0.3205, 2.6552], [1.4864, -1.3034, 2.7000], [-1.0079, -1.0548, 2.8250], [0.3403, 0.3446, 1.3878], [0.4855, 0.3471, 4.7066], [-0.3412, 1.4892, 3.6313], [1.4138, 1.3093, 3.5457], [1.5039, -1.8211, 3.6593], [2.4301, -0.7724, 2.5752], [1.3844, -2.0384, 1.9015], [-1.0615, -1.5103, 3.8139], [-1.0912, -1.8384, 2.0709], [-1.8398, -0.3576, 2.7176]], "multiplicity": 3, "s2": 2.008, "gap_ev": [8.339, 7.997], "charge": 1, "relative_energy_kj_mol": 69.2}



{"formula": "C40H40Br2ClO4P", "method": "ωB97M-V/def2-TZVPD", "species": ["O", "C", "Br", "C", "C", "O", "O", "C", "Cl", "P", "O", "Br", "H", "H", "H", "H", "C", "C", "C", "C", "C", "C", "H", "H", "H", "H", "H", "H", "C", "C", "C", "C", "C", "C", "H", "H", "H", "H", "H", "H", "C", "C", "C", "C", "C", "C", "H", "H", "H", "H", "H", "H", "C", "C", "C", "C", "C", "C", "H", "H", "H", "H", "H", "H", "C", "C", "C", "C", "C", "C", "H", "H", "H", "H", "H", "H", "C", "C", "C", "C", "C", "C", "H", "H", "H", "H", "H", "H"], "coordinates": [[-3.5878, -10.3983, 0.5291], [-3.2426, -9.8723, -0.4854], [-4.3410, -8.4107, -1.1946], [-2.0263, -10.2833, -1.2755], [-0.9059, -9.2903, -1.1395], [0.1878, -9.6029, -0.7640], [-1.2740, -8.0481, -1.4524], [-0.2250, -7.1115, -1.4021], [-0.6735, -5.8199, -2.5389], [-0.0809, -6.2567, 0.2763], [-1.2096, -7.0876, 1.1025], [1.9102, -6.9436, 1.0402], [-1.7094, -11.2352, -0.8955], [-2.2874, -10.4143, -2.3139], [0.7180, -7.4981, -1.7464], [-1.5791, -6.4440, 1.7130], [-2.2513, -2.1496, -1.5703], [-2.7591, -0.8760, -1.3541], [-2.0179, 0.2378, -1.7226], [-0.7687, 0.0777, -2.3064], [-0.2597, -1.1959, -2.5184], [-1.0008, -2.3101, -2.1496], [-2.8319, -3.0198, -1.2891], [-3.7340, -0.7517, -0.8998], [-2.4145, 1.2314, -1.5573], [-0.1928, 0.9470, -2.5973], [0.7158, -1.3206, -2.9702], [-0.6122, -3.3067, -2.3132], [-6.5588, -11.0485, 5.0820], [-7.1430, -9.8279, 4.7759], [-6.6401, -9.0601, 3.7348], [-5.5515, -9.5112, 3.0013], [-4.9623, -10.7287, 3.3109], [-5.4674, -11.4971, 4.3510], [-6.9539, -11.6501, 5.8904], [-7.9908, -9.4749, 5.3486], [-7.0976, -8.1091, 3.4942], [-5.1617, -8.9150, 2.1870], [-4.1142, -11.0775, 2.7450], [-5.0097, -12.4478, 4.5924], [-0.0746, 3.5831, -0.7363], [-0.5804, 4.8567, -0.5176], [0.1608, 5.9704, -0.8866], [1.4094, 5.8109, -1.4709], [1.9186, 4.5375, -1.6817], [1.1762, 3.4236, -1.3160], [-0.6545, 2.7139, -0.4529], [-1.5531, 4.9813, -0.0597], [-0.2347, 6.9636, -0.7185], [1.9880, 6.6789, -1.7606], [2.8955, 4.4144, -2.1314], [1.5731, 2.4299, -1.4810], [6.5392, 7.6126, -0.9140], [5.6580, 8.5465, -1.4403], [4.8463, 8.2069, -2.5130], [4.9178, 6.9343, -3.0620], [5.8038, 6.0024, -2.5400], [6.6137, 6.3412, -1.4652], [7.1683, 7.8759, -0.0739], [5.6027, 9.5404, -1.0144], [4.1565, 8.9350, -2.9210], [4.2818, 6.6685, -3.8970], [5.8627, 5.0111, -2.9705], [7.3031, 5.6140, -1.0568], [-2.3856, -1.7042, 3.0032], [-2.6837, -1.7583, 4.3577], [-2.1291, -2.7515, 5.1533], [-1.2785, -3.6937, 4.5934], [-0.9885, -3.6425, 3.2367], [-1.5389, -2.6485, 2.4410], [-2.8114, -0.9247, 2.3848], [-3.3480, -1.0243, 4.7947], [-2.3593, -2.7907, 6.2098], [-0.8425, -4.4667, 5.2129], [-0.3225, -4.3781, 2.7986], [-1.3054, -2.6075, 1.3853], [3.3061, 13.2863, -1.8932], [3.9687, 12.2809, -2.5830], [5.3558, 12.2625, -2.6212], [6.0808, 13.2516, -1.9716], [5.4181, 14.2608, -1.2877], [4.0311, 14.2776, -1.2474], [2.2246, 13.2976, -1.8594], [3.4028, 11.5109, -3.0917], [5.8724, 11.4761, -3.1568], [7.1625, 13.2358, -1.9991], [5.9830, 15.0348, -0.7850], [3.5146, 15.0637, -0.7126]], "smiles": "O=C(Br)CC(=O)O[C@@H](Cl)P(O)Br.c1ccccc1.c1ccccc1.c1ccccc1.c1ccccc1.c1ccccc1.c1ccccc1", "gap_ev": 9.355, "charge": 0}



{"formula": "C5H12O3", "method": "ωB97M-V/def2-TZVPD", "species": ["C", "C", "C", "O", "C", "C", "H", "H", "H", "H", "H", "H", "H", "H", "H", "H", "O", "H", "H", "O"], "coordinates": [[-0.7562, 1.2135, 0.2356], [-0.1860, -0.1864, 0.3664], [1.2132, -0.2975, -0.0677], [1.4894, -1.5016, -0.6851], [2.1485, 0.6373, 0.1630], [3.5592, 0.7330, -0.2888], [-0.9282, 1.4259, -0.8227], [-0.0703, 1.9545, 0.6452], [-1.7098, 1.2975, 0.7214], [-0.2719, -0.5374, 1.4088], [2.4507, -1.5045, -0.7991], [4.2696, 0.6001, 0.5406], [3.7439, -0.0261, -1.0617], [3.7895, 1.6870, -0.7540], [-0.8186, -0.8612, -0.2145], [-3.6559, -1.1763, 1.5857], [-2.8544, -0.7443, 1.2746], [-3.0674, -0.3369, 0.2013], [-3.9031, 0.0792, -1.4198], [-3.0998, 0.2267, -0.9107]], "gap_ev": 2.785, "charge": 0, "relative_energy_kj_mol": 836.2}



Maximum force: 0.311 1.488 3.921 (eV/A)